C86H210N6O38 | ωB97M-V/def2-TZVPD

Results
Relative energy (zero: lowest compared OMol25 entry of this formula, charge and spin): 0.0 kJ/mol
Total charge: 0
Orbital gap: 8.470 eV
Energy: -179317.57926 eV
Molar mass: 1936.63 u

```
340
Properties=species:S:1:pos:R:3:forces:R:3:lowdin_charge:R:1
H -3.343871 -0.012820 -5.343040 -0.57 0.21 0.77 0.073
H -5.870704 -4.823921 3.309662 0.65 -0.14 -0.36 0.094
H 1.678874 -0.048496 -3.919263 0.27 1.76 -0.03 0.069
H -5.967185 2.580294 -6.331082 0.75 -0.83 0.30 0.107
H -5.382815 0.866142 -6.528992 -0.14 -0.09 -0.39 0.063
H 4.228983 -0.389795 5.144750 0.82 0.02 0.54 0.119
O 5.111243 -0.159480 -3.354371 -0.59 -0.69 0.42 -0.054
H 6.259171 -3.187151 3.447633 0.14 0.28 0.07 0.059
C -5.395581 -0.458260 5.985259 0.79 1.14 0.33 -0.021
C 2.558091 7.294428 -0.794159 -0.49 -0.35 0.15 -0.214
N -3.356362 0.378155 4.959721 -0.53 1.59 1.82 -0.052
H 2.901801 -6.523946 1.559865 0.30 -0.45 -0.15 0.114
C 5.956855 -4.150428 3.828111 -0.98 -0.95 -1.15 -0.032
H 4.274565 -2.608566 1.731550 -0.17 -0.33 0.22 0.064
C 4.036256 3.639734 -4.461833 -0.89 0.92 2.56 -0.119
H -1.308652 2.363583 0.147844 -0.36 -0.06 -0.34 0.112
H -6.946438 -1.849528 0.619818 0.10 0.18 0.21 0.089
H -1.756825 -2.487823 4.090805 -1.05 0.52 -0.93 0.043
C -3.512271 0.736436 -4.524535 1.00 0.90 -2.95 0.016
H -6.116043 1.390497 -4.998251 0.58 0.21 -0.74 0.106
H -9.192671 -1.688734 1.993507 0.12 -0.93 -0.10 0.115
H 6.567825 2.458162 -2.070261 1.22 1.00 -1.51 0.056
C 5.426070 5.471620 2.425795 -1.09 2.04 -0.06 -0.252
H -4.228067 -2.021683 -4.128963 1.27 -1.69 -1.02 0.120
H -6.411468 -0.297209 6.342735 -0.05 0.05 -0.21 0.097
C 7.194562 -5.155432 1.927601 0.04 -2.20 0.54 -0.029
H 1.034194 5.935734 4.969067 -0.30 -0.35 -0.27 0.081
C 7.182837 -1.326329 -3.114851 -0.68 -0.48 -0.58 -0.504
C -1.357093 -5.040584 -2.640311 0.18 -0.88 1.24 -0.226
O -1.200102 -4.298749 -0.306882 0.43 -1.68 0.11 -0.072
H 0.475737 3.925577 0.144971 -0.08 0.27 -0.20 0.054
H 4.986832 -4.062904 4.365872 0.74 -0.16 -0.22 0.095
C -0.285262 -1.349270 1.818722 0.07 -1.05 -1.26 -0.022
C -2.416474 1.457895 4.509951 0.09 -0.50 0.55 -0.461
H 3.043097 7.244982 0.204138 -0.26 0.42 -0.57 0.125
H -0.823682 0.041042 4.224273 0.05 -0.02 -0.01 0.042
H -2.646680 5.254466 -5.187913 -0.18 0.04 -0.43 0.124
H -5.630131 -3.688737 0.324711 0.27 0.31 0.21 0.118
C -0.165702 7.043470 3.421887 1.51 0.27 1.83 -0.214
H 3.656719 4.814399 5.002069 -0.13 -0.14 0.94 0.110
H -0.426475 -2.233902 -8.761742 0.09 0.54 -0.38 0.123
H -3.465216 -1.489875 4.739686 -0.08 -0.81 0.63 0.051
C 7.423103 -1.288731 -4.641447 0.53 -0.73 1.03 -0.023
H -4.308982 4.052775 5.895388 0.48 0.72 0.52 0.108
C -4.307426 3.199911 -4.292408 -2.16 -0.97 0.85 -0.162
H -1.339586 3.589229 -8.095819 -0.03 -0.26 0.08 0.090
C -1.186346 -7.384027 5.329733 -0.60 0.38 0.30 -0.007
C 0.650296 1.804465 -0.148414 1.35 1.04 0.83 -0.463
H 0.461874 3.033306 1.670273 0.68 0.03 -0.83 0.097
O -3.835798 -2.784576 -4.683453 -2.15 0.95 1.10 -0.120
C 2.914281 -1.224072 3.838349 -0.91 -0.99 -0.61 -0.245
H 0.480136 -4.663112 -1.496922 0.05 0.09 -0.07 0.089
C -4.530242 -3.575929 0.307410 0.69 -0.05 -0.73 -0.209
H -0.746621 4.651026 -6.846084 1.19 1.08 -0.16 0.058
H 5.078185 6.475592 2.022574 0.17 -0.83 0.53 0.139
C -5.679674 0.996900 3.919647 0.53 -1.38 2.59 0.003
C -4.636695 1.157242 0.057422 1.38 -0.09 -1.99 -0.166
H 8.339855 1.178373 -1.399936 0.52 0.05 -0.62 0.117
O -1.866827 5.832626 -1.302107 -0.23 1.10 -0.04 -0.091
H -3.419499 2.508831 2.811475 0.29 -0.20 0.31 0.078
O -4.304376 -3.381468 5.032929 0.63 -0.21 -0.83 -0.142
H 0.955762 3.893329 5.092697 0.97 -1.10 -0.81 0.106
H -0.854667 0.683721 5.832470 0.07 0.36 -0.04 0.094
C -5.781126 -2.762847 -6.201596 -0.08 0.64 0.63 -0.223
H -0.859083 7.548065 4.102621 -0.22 -0.44 -0.14 0.121
C -1.980289 3.314048 -5.969555 0.52 0.54 0.08 -0.464
H -5.319277 -1.348571 5.386368 -0.20 -0.29 -0.06 0.039
C 5.296572 -6.513665 3.072933 1.29 0.65 -1.86 -0.111
H 2.033934 -0.594903 4.014265 0.30 0.31 0.65 0.119
H 2.203737 5.120529 -0.748064 0.32 -0.09 -0.15 0.094
H -3.507928 1.342270 0.168144 -1.75 -0.28 0.25 0.110
H 3.088147 6.913710 -4.110532 -0.13 -0.34 0.73 0.101
H 0.609233 -1.638537 2.355779 -0.02 0.21 0.32 0.064
H -0.638015 1.730243 -4.921514 -0.78 0.20 -0.30 0.087
C -0.699107 2.511789 -5.706588 0.98 -0.13 1.24 -0.026
H 4.249720 4.203219 1.597788 -0.27 -0.18 -0.38 0.078
N -3.191657 2.554774 -6.272030 -0.05 -0.01 -0.90 -0.062
H -1.039075 -0.841293 2.405022 -0.01 -0.02 0.24 0.067
C -0.519292 -5.061010 -1.322593 -0.96 0.09 -0.50 -0.207
H -1.605748 -8.400504 5.393170 0.09 0.36 -0.19 0.091
H 0.076166 -2.309496 -3.247717 0.72 0.80 -0.50 0.076
H -8.974706 -3.767941 1.230479 0.15 -0.80 0.13 0.058
C 5.114025 -5.225654 -0.657211 -1.03 -0.63 -0.45 -0.026
C -4.094547 3.151832 5.355869 -1.55 -1.17 1.68 -0.186
H -1.072568 6.589236 0.401955 1.21 0.22 0.74 0.065
H -0.137508 6.012858 -1.827620 -0.08 -0.13 0.58 0.041
H 7.611618 0.892059 0.088638 0.25 -0.58 0.23 0.120
O 3.308539 4.186598 -3.224713 1.57 -0.10 -1.23 -0.117
H 4.539042 -8.333911 2.067278 -0.22 -0.57 0.31 0.092
C 2.455714 7.406323 -4.826886 -0.18 0.46 -1.97 -0.205
C 4.237352 -0.605030 4.088847 0.31 0.14 -0.87 -0.223
H 5.008815 -1.322827 3.719428 -0.34 0.46 0.80 0.122
H 3.570985 -7.176872 0.065381 -0.20 -0.68 -0.75 0.101
H -0.181151 1.637546 4.438571 -0.01 0.49 0.13 0.058
C 1.664642 6.050226 -0.864579 -1.62 1.15 0.99 -0.213
H 0.626762 -4.074603 2.842644 -0.71 -0.71 0.44 0.137
O 5.009200 -3.191358 1.462178 0.77 1.24 -0.67 -0.081
C 1.694077 -1.087591 -3.800891 0.16 -2.33 -1.24 -0.197
O 3.053915 7.206885 -6.133901 0.07 0.98 0.82 -0.065
H -3.852190 -6.877581 5.679965 0.01 0.19 0.49 0.085
H -0.794769 0.329983 -2.079148 0.95 -0.29 -0.92 0.085
H 3.406185 2.442077 5.132320 -0.53 0.05 0.24 0.127
C 8.513548 -1.291189 -2.380500 0.10 -1.55 0.27 -0.149
H 7.441791 -6.101987 1.429970 -0.48 0.15 -0.27 0.084
O 1.614350 3.266012 4.669606 -1.50 1.09 0.86 -0.071
H -5.999761 2.338901 6.015042 -0.02 -0.18 0.15 0.121
H 9.484862 -0.797482 -0.526802 -0.38 -0.41 0.05 0.118
H 4.745955 0.572211 2.524789 -0.18 -0.44 0.35 0.075
O 0.813500 6.011441 -2.013886 1.05 0.08 -0.96 -0.097
H 4.943944 0.268848 -4.211103 0.86 0.39 0.10 0.083
H 7.895554 -1.670445 -0.302697 0.46 0.34 -0.26 0.116
C 6.384775 0.377746 -1.490835 -0.92 1.68 0.41 -0.489
H -0.917950 -5.746081 -3.383782 -0.04 0.63 0.23 0.120
H 3.075603 0.854429 -6.001633 -0.46 0.57 0.56 0.067
H -5.437162 0.211632 3.231163 -0.42 -0.26 -0.64 0.053
C -6.419149 -4.340145 4.098501 -0.38 1.62 0.23 -0.212
C -0.449754 -5.982949 2.599443 1.32 1.16 -0.30 -0.170
H 9.038512 -2.255445 -2.540384 -0.42 0.29 0.05 0.135
C -0.961127 -2.763942 4.714996 -0.60 -1.99 0.66 -0.016
O 1.813653 0.667415 1.539875 0.75 -0.83 -0.83 -0.048
H -0.149601 -6.074052 1.529333 -0.70 0.13 0.62 0.115
H -3.344274 1.665583 -7.933244 -0.82 0.36 -1.36 0.093
H -0.419119 -6.115255 -0.969030 -0.17 0.82 -0.12 0.126
C -5.013554 -3.518883 -5.099640 -1.01 -2.14 -0.90 -0.230
C -2.622217 1.790829 3.061309 0.47 -0.27 -2.26 -0.026
H -2.984264 -4.330350 6.339342 0.41 -0.13 0.13 0.084
C 4.127726 -5.177351 0.521567 1.66 -0.28 0.78 -0.468
H -7.888337 -1.964287 -1.587186 -0.09 1.17 1.35 0.107
H 3.159210 -1.614511 -5.256860 0.79 -0.22 -0.30 0.090
H -4.939146 2.762589 -3.465337 0.59 0.35 -0.66 0.121
H 5.416414 -2.645884 -3.233278 -0.65 0.15 -0.33 0.069
O 1.808264 8.497827 -0.984416 -1.05 -0.77 -0.11 -0.076
C -0.958483 0.969424 4.781143 -1.14 -0.99 -0.33 -0.005
H -3.520106 4.738156 -3.117221 0.57 -0.41 -0.50 0.123
C 6.504598 5.096228 1.481971 1.83 -1.10 -0.82 -0.254
O 2.799099 -1.629403 2.490599 0.17 0.12 -1.04 -0.127
C -1.606026 4.160756 -7.210367 -0.09 -1.32 0.69 -0.014
C -3.532927 -6.830904 4.649337 -0.95 1.83 0.16 -0.034
H 3.113596 -3.463177 -0.359717 -0.01 -0.09 -0.19 0.077
H 2.495301 -1.339046 -3.038965 -1.03 -0.12 -0.60 0.129
H 7.967590 -5.116851 2.666948 0.53 0.30 0.71 0.074
O -6.323404 -1.495826 -5.749765 0.95 -0.15 0.14 -0.091
H -3.671424 -3.964113 4.525840 -0.57 0.17 0.57 0.067
C -1.304139 0.753504 -1.254112 -1.18 -0.62 0.75 -0.164
H 4.907563 1.888901 -1.944278 -0.18 0.39 -0.07 0.057
H -1.229124 4.673222 -4.407913 -0.42 -0.37 -0.32 0.106
C 5.413310 -0.399552 -0.572195 -0.15 -0.25 -0.73 -0.002
H -4.158183 6.281279 0.524965 1.53 0.13 0.52 0.149
H -2.714117 -1.163790 -8.986006 0.67 -1.15 0.09 0.101
O -7.019483 -3.118971 3.623942 0.04 -0.60 -0.51 -0.082
H -2.044560 -0.016313 0.689683 0.29 0.06 -0.41 0.094
O 4.340909 4.574680 2.473923 -0.17 -0.27 0.32 -0.071
H 2.230436 -5.029856 -0.478230 -0.25 -0.19 -0.44 0.059
H 1.657877 7.469229 4.699342 0.19 0.63 -0.55 0.116
O -0.747817 5.901088 2.833560 0.38 -0.70 -0.31 -0.097
O 1.189964 5.440130 -5.057585 -0.54 -0.74 0.37 -0.120
O -2.520943 -2.130639 -9.044639 -0.71 1.16 -0.52 -0.068
H 0.188159 7.793160 2.724178 -0.28 0.07 -0.74 0.111
H -1.640429 -1.292046 -0.479874 -0.24 0.86 0.00 0.125
H 2.845887 -2.126153 4.474320 -0.12 0.25 -0.21 0.123
H 6.793090 5.427000 -0.532085 0.30 -0.35 0.51 0.091
H -2.778101 0.926948 2.378698 -0.42 0.02 0.92 0.069
H -0.654810 -2.735802 -6.438635 0.13 -0.06 0.55 0.116
H -1.618141 -0.076677 -6.597356 1.31 -1.08 -0.35 0.079
H 2.015445 3.367275 0.735037 -0.21 -0.37 0.21 0.081
H -0.956450 -3.939342 2.305645 -0.63 -0.26 0.80 0.083
H 1.126953 8.216871 -1.642644 0.61 0.54 0.61 0.083
O 3.684852 1.525825 -5.642767 1.70 -0.31 -0.44 -0.074
H 1.325113 1.091503 -2.086141 0.31 -0.32 0.03 0.067
C 0.990703 -1.340637 -0.357094 -0.75 -2.33 -0.11 0.006
H 6.405317 -1.239640 -5.013380 0.24 0.38 -0.87 0.072
H -0.124901 -2.176237 4.466196 1.17 0.66 -0.09 0.056
H 8.108055 -0.445429 -4.840790 -0.76 -0.23 -0.35 0.094
C -1.774360 -6.486499 2.992324 -1.66 -1.67 0.20 -0.146
C 5.846119 -5.128347 2.613854 -2.67 1.46 -0.34 -0.454
C -2.087637 -6.432982 4.503365 0.90 -0.11 -0.30 -0.496
H -6.680105 0.976559 4.337487 -0.51 -0.59 -0.50 0.085
H 5.745827 -4.397321 -0.725986 0.86 1.43 0.17 0.027
H 2.486708 -0.832368 1.969568 0.29 -0.79 0.46 0.058
C -1.377811 -2.522374 -8.321418 -0.09 -1.13 -1.01 -0.265
H 3.310058 1.966119 -3.645335 -0.62 0.05 -0.70 0.104
H -1.155344 -6.970912 6.343820 0.14 -0.27 -0.09 0.082
C 0.038025 -0.586878 0.550233 -0.38 2.07 -0.01 -0.467
C 1.039781 6.869629 -4.914031 0.18 -0.38 0.89 -0.199
C 3.818584 -6.628818 0.942348 -0.07 0.90 1.98 -0.117
O 0.340057 -1.376185 -3.454296 -0.28 -0.55 0.23 -0.118
C 0.465014 -4.680927 5.401470 0.81 -0.15 -1.31 -0.009
C -1.378168 -2.084289 -6.917463 1.23 0.66 1.10 -0.189
H -5.604717 1.963760 3.534648 0.65 1.37 -0.95 0.043
H -2.952934 -2.810282 1.551887 1.04 -0.18 -0.26 0.097
H 0.484812 7.116552 -4.003472 0.00 -0.12 -0.24 0.101
H -2.181138 -3.576653 -3.725411 0.83 -0.03 0.94 0.086
O -2.838517 1.495615 -7.166696 0.96 -0.37 1.18 -0.017
H 5.819275 -7.519397 1.238364 0.29 -0.08 -0.35 0.082
H 6.267373 -2.810947 -1.719320 -0.03 0.25 0.31 0.031
C -0.698535 -4.261871 4.504514 -0.79 0.10 1.03 -0.458
H 1.224489 -3.892171 5.431566 0.05 -0.20 -0.34 0.083
H -1.349738 -3.644844 -8.429767 -0.29 0.97 0.53 0.143
H -4.053876 -3.989129 2.391316 0.41 0.67 -0.85 0.110
H -2.819396 6.541772 1.817166 -0.42 0.76 0.77 0.093
H 2.367760 2.681813 6.563536 -0.95 -0.98 0.60 0.117
C 8.458140 -0.929394 -0.908439 0.02 0.35 0.18 -0.155
N 4.672198 -4.490197 1.799965 -0.20 -2.00 -0.40 -0.076
H -2.401663 2.466375 6.425641 -0.05 -0.12 -0.13 0.128
O -3.255879 -0.770564 4.153638 -0.06 0.99 -1.23 -0.066
H 7.892205 -2.222384 -4.990519 -0.15 0.27 0.07 0.087
O -0.858575 -0.726705 -6.718601 -2.40 0.34 -0.29 -0.109
H -0.683633 2.847272 -1.477766 -0.11 -1.07 0.79 0.145
H 2.889614 6.290183 -6.283650 0.01 -1.16 -0.58 0.041
H -2.367995 4.850046 -7.445053 -0.95 0.87 -0.27 0.073
H 0.858819 -5.585670 4.949610 0.67 -0.03 0.14 0.066
H -2.337015 -5.485439 -2.338601 0.32 0.65 -0.42 0.126
H 0.699026 -0.647432 -6.274179 -0.49 -0.05 -0.03 0.014
H 2.534546 5.458405 3.276378 -0.38 0.43 -0.10 0.060
H -5.618650 -0.894595 -5.444927 -0.27 -0.43 -0.35 0.033
H 5.726109 -6.090842 -0.647385 0.85 -0.94 0.50 0.063
H -5.516195 0.036928 -1.443257 -0.76 0.32 0.34 0.066
H -2.216515 7.738697 -0.397055 0.46 -1.58 0.03 0.153
C -0.395512 -4.528033 3.047838 1.78 1.06 -1.74 -0.137
H 0.819913 4.932924 -4.299021 0.15 1.08 -0.59 0.062
O 1.656298 -0.771870 -6.307195 1.32 0.05 0.53 -0.091
H -6.726452 -3.243259 -6.515624 0.92 -0.43 -0.01 0.128
H 2.717437 1.355286 -0.972801 0.01 -0.25 0.28 0.069
H -4.703558 2.869143 -1.287824 0.56 -0.21 -0.86 0.093
H 6.673161 3.999081 1.395381 -0.20 0.41 0.50 0.123
H -9.984135 -1.401283 0.419066 0.89 -0.30 0.49 0.128
H 4.264036 4.064103 6.557969 -0.91 0.37 -0.45 0.140
C 3.207463 2.438033 -4.654771 -0.24 -2.94 -0.40 -0.263
H -2.748187 3.193232 -2.923696 0.73 0.16 -0.51 0.101
C 2.089310 -1.626922 -5.257033 -0.99 0.67 1.39 -0.195
H 0.499325 7.241837 -5.800514 0.40 -0.03 0.30 0.132
H -7.190094 -5.061031 4.351989 -0.38 0.21 0.32 0.121
H 2.474651 8.471673 -4.663832 -0.06 0.42 0.19 0.119
H -2.425508 4.491074 1.757196 0.44 0.03 0.68 0.061
H -4.411324 -1.816108 -0.408667 -0.03 0.99 -0.28 0.025
C -2.203442 4.335066 -4.814690 0.34 0.10 0.41 -0.102
O 6.162047 5.565352 0.179904 -0.88 0.60 0.15 -0.070
H -4.756560 3.850851 0.586525 0.74 0.51 0.42 0.026
O -2.151632 -4.842947 6.320906 -0.45 -0.08 -0.96 -0.035
H 1.847705 2.670737 -1.686052 0.16 0.80 -0.24 0.060
C -5.293516 2.398671 -0.530099 -1.36 0.12 0.95 -0.226
H -0.385625 2.049452 -6.638411 0.39 0.03 0.03 0.084
H -1.680661 2.099671 2.593640 0.11 0.69 0.30 0.073
O -2.879301 4.727408 0.956873 -0.74 -0.80 -0.76 -0.095
H 4.478237 -6.321753 3.723754 -0.90 -0.01 0.46 0.096
H -1.978609 -7.512791 2.690616 0.56 -0.54 0.11 0.125
H 7.362989 -4.373330 1.264212 0.03 1.52 -1.21 0.055
H -4.142084 -4.560521 0.050585 0.21 -0.01 -0.08 0.111
O -1.432925 -3.692610 -3.075824 -0.77 -0.32 -0.91 -0.089
H -6.036501 -3.185532 5.915059 -0.55 -0.52 -0.28 0.119
O -5.582608 3.407724 0.426877 -0.40 -0.42 0.19 -0.057
H -2.092804 3.584093 5.117454 0.40 -0.79 -0.34 0.129
H 5.619206 -1.480738 -0.486843 -0.35 0.60 -0.16 0.063
C 1.732228 1.691491 -1.272131 -1.38 -0.61 0.34 0.014
H 0.966564 6.192950 -0.010957 0.59 -0.43 -0.02 0.108
C 5.903846 1.884280 -1.519006 -0.93 -2.11 0.98 -0.007
H 5.900894 2.352525 -0.534796 -0.26 -0.31 0.31 0.073
C -4.946750 2.045264 6.045124 0.14 0.25 -2.12 -0.115
H -5.043133 -2.667190 -7.018531 -0.61 0.32 -0.08 0.113
C 4.918079 -7.365079 1.811286 -0.62 1.84 0.18 -0.132
H -4.083898 0.338186 -3.721289 -0.63 -0.08 0.69 0.062
H 0.058779 3.247441 -5.316533 -0.51 -0.68 -1.00 0.068
C -3.122472 3.875511 -3.708994 -0.38 0.13 1.45 -0.198
N -1.968999 -4.998021 4.881980 0.11 0.52 0.20 -0.070
C 7.769752 0.418056 -0.890310 -0.44 0.32 0.88 -0.166
H -2.634341 -6.046945 2.493832 0.20 1.01 -0.30 0.110
C -3.079973 6.127772 0.872807 0.10 -0.13 -2.05 -0.183
C -3.959062 -3.145828 1.636550 -1.66 -0.92 1.15 -0.212
H -7.808964 -0.266982 0.775256 0.56 0.84 0.10 0.106
N 6.460322 -0.053689 -2.885141 -0.05 0.29 0.10 -0.059
H 1.915095 1.167449 2.356245 -0.85 0.47 0.11 0.098
H -4.722261 -0.494644 6.839511 -0.14 -0.68 0.36 0.096
H 0.348544 -6.480499 3.128118 0.20 -0.66 0.26 0.090
H -5.743857 -3.797085 -4.273427 1.20 0.60 -0.49 0.129
H 4.115044 4.443169 -5.167018 -0.21 0.09 -0.74 0.105
H 2.493589 4.579336 -3.566901 0.33 0.14 -0.06 0.021
H 2.359304 -4.172730 1.108410 0.23 -0.18 -1.26 0.099
H 7.448815 5.525778 1.851620 -0.12 0.08 -0.26 0.122
O 4.389735 0.642150 3.421796 -0.06 0.66 -0.08 -0.065
H -0.671413 -2.310128 1.411193 -0.12 0.55 0.57 0.070
O -4.733877 -2.051036 2.120659 0.44 1.13 0.55 -0.110
H 5.726106 5.668963 3.466770 0.28 -0.41 -0.43 0.127
H -4.984891 3.945377 -4.725481 0.22 -0.10 -0.44 0.127
H 4.377576 -0.183553 -0.872987 0.24 -0.51 -0.09 0.071
H -1.279888 -2.644059 5.739330 0.15 0.42 0.40 0.100
N 0.525113 0.777059 0.908410 0.21 -0.05 0.51 -0.034
H -4.144765 -1.448371 2.662689 -0.80 -0.76 -0.47 0.074
C -1.332732 -0.278553 -0.113188 -0.43 -1.52 -0.48 -0.085
H -5.412435 -4.843360 5.942681 -0.14 -0.18 0.04 0.111
H -6.283814 2.123084 -0.937960 0.45 -0.05 -0.08 0.135
O -4.686336 0.120891 -0.974035 1.06 0.04 0.75 -0.101
C -2.687922 2.689184 5.389272 1.02 0.88 0.24 -0.145
H 6.119230 -6.918623 3.661301 -0.08 -0.61 0.02 0.115
O -4.095097 -2.662513 -0.722005 -0.52 -1.15 0.61 -0.069
O -7.924946 -1.095914 -1.095302 0.46 -0.83 0.27 -0.109
C -5.582979 -3.974098 5.302074 0.99 -0.34 0.81 -0.212
H 4.650723 -5.324402 -1.650794 -0.51 0.28 0.35 0.098
H 6.978941 -3.472384 -3.155519 -0.46 0.54 0.13 0.103
H 0.273762 -4.916498 6.414743 -0.85 -0.08 0.98 0.070
C -1.981259 6.651209 -0.126178 -2.39 0.89 -0.22 -0.177
C -5.448038 1.704627 -5.848629 -0.88 0.35 0.52 -0.035
H -5.095594 0.811069 0.975363 -0.08 0.06 0.22 0.100
H -4.437361 3.374650 4.375086 -0.31 -0.09 -0.98 0.082
H -2.259997 1.064294 -1.667174 -0.68 -0.76 0.20 0.092
H -1.983871 4.926522 -1.017512 -0.12 -0.56 0.31 0.060
H -0.022251 5.308814 2.496924 -0.56 1.06 0.50 0.093
H 3.283217 7.328663 -1.569968 1.09 -0.56 -0.56 0.096
C 3.339828 4.321397 5.963522 1.33 2.41 0.20 -0.220
C 0.953799 3.098430 0.655684 -0.47 0.03 0.65 -0.024
H 1.939659 -0.874813 -0.421110 1.19 0.25 0.36 0.057
C 2.871937 -4.410018 0.119185 0.05 0.25 2.38 -0.037
H -0.182434 -7.436731 4.932366 0.20 -0.10 -0.01 0.061
H 2.853080 5.961485 7.155581 0.17 -0.69 -0.52 0.096
H -4.659433 1.933176 7.060838 0.44 -0.14 1.01 0.105
C -7.822283 -1.254955 0.370938 -1.43 -0.96 -1.57 -0.207
C -0.736860 1.991930 -0.717397 1.10 2.20 -0.21 -0.165
C -4.071275 2.037578 -5.274857 -0.50 -0.23 2.08 -0.499
H 2.182893 2.556754 -4.939360 -0.84 0.94 0.46 0.104
H 1.709571 -2.644387 -5.432197 0.15 0.06 0.28 0.114
H -2.490023 0.934550 -4.235392 0.18 0.10 0.69 0.060
O 1.862534 6.135725 3.052274 1.44 -0.68 0.05 -0.089
H 6.748195 -4.586925 4.385141 0.55 -0.04 1.24 0.064
C -4.812732 0.742985 5.233065 -0.36 0.30 -1.75 -0.441
H 9.119145 -0.576591 -2.868899 0.80 1.03 -0.55 0.100
H -4.728930 -4.555587 -5.599672 -0.03 2.13 1.15 0.153
C -9.101898 -1.893780 0.917516 -0.38 0.06 -2.33 -0.196
C 2.639169 3.081906 5.614237 1.22 -0.51 -0.79 -0.276
H 5.501662 0.005615 0.415449 0.22 0.33 0.78 0.063
H 5.038765 3.302982 -4.167851 -0.21 0.41 0.16 0.120
H -3.778126 -7.780965 4.246409 0.06 -0.91 -0.71 0.079
H 0.651318 -1.359591 -1.397030 -0.21 0.00 0.30 0.060
O 2.429749 5.201167 6.719501 0.49 -0.66 -0.29 -0.093
O -9.136076 -3.296073 0.415822 -0.11 1.70 1.50 -0.082
C 6.378777 -2.610235 -2.771575 1.69 -0.50 -0.35 -0.022
C 1.172803 6.656756 4.162696 -1.77 -0.39 -0.54 -0.221
H -1.155337 -3.376022 -0.513142 -0.01 0.84 -0.57 0.034
H 1.093253 -2.442335 -0.010470 0.04 1.82 -0.52 0.104
H -4.146159 -6.033660 4.139270 0.36 -0.95 0.41 0.080
H -2.325211 -2.188751 -6.420589 -0.48 -0.08 0.14 0.096
H -6.315851 -2.633074 3.150036 -0.10 -0.09 0.06 0.051
```
Positions in Å, forces in eV/Å.